A 11-piece molecular cluster, C33H66O11 overall. Source: OMol25; level of theory: ωB97M-V/def2-TZVPD.

ORCA input file:
```
! wB97M-V def2-TZVPD RIJCOSX def2/J DEFGRID3
* xyz 0 1
C -1.14185 -1.54997 -5.48157
C -1.46183 -2.22789 -4.12402
C -2.22067 -1.35212 -3.11852
O -1.19425 -3.41098 -3.97321
H -0.17829 -1.04466 -5.41597
H -1.86183 -0.79654 -5.80104
H -1.10206 -2.36869 -6.20006
H -2.92508 -0.73156 -3.67242
H -1.45004 -0.76249 -2.62199
H -2.80690 -1.93076 -2.40464
C 1.45686 1.69040 6.45357
C 1.05249 0.77092 5.33339
C 2.14892 -0.15212 4.79911
O -0.03644 0.74222 4.74591
H 0.87473 2.61161 6.47841
H 2.49946 1.98820 6.34222
H 1.28278 1.20865 7.41572
H 1.99903 -1.13573 5.24423
H 3.14614 0.20052 5.06235
H 2.24786 -0.09288 3.71522
C -1.23737 3.31352 -6.08563
C -1.52308 2.46112 -4.86642
C -0.36425 2.17052 -3.91382
O -2.55892 1.86658 -4.69941
H -0.84755 4.28445 -5.77995
H -2.19140 3.57566 -6.54303
H -0.64113 2.77716 -6.82382
H 0.56673 2.24586 -4.47571
H -0.44308 1.19916 -3.42562
H -0.35439 2.92130 -3.12367
C -2.40979 -0.65946 1.74468
C -3.85394 -0.67965 2.19413
C -4.15293 -1.20929 3.55510
O -4.77121 -0.42544 1.42239
H -1.94583 0.30228 1.96358
H -2.35322 -0.84847 0.67269
H -1.85780 -1.45393 2.24692
H -3.94550 -0.46877 4.32757
H -3.55658 -2.04200 3.92803
H -5.22071 -1.34007 3.73070
C 2.78650 3.34128 0.78847
C 4.11633 2.63373 0.55038
C 5.00449 3.16868 -0.49172
O 4.44521 1.63486 1.19587
H 2.03151 2.79674 0.22138
H 2.87851 4.39133 0.51092
H 2.46409 3.21593 1.82212
H 5.21764 4.16520 -0.10489
H 4.48970 3.21830 -1.45120
H 5.87847 2.51766 -0.51282
C 1.26211 -5.01572 3.79895
C 1.33126 -4.30072 2.45110
C 0.58427 -2.98502 2.22527
O 1.83022 -4.88915 1.49785
H 2.01036 -4.62457 4.48832
H 1.35140 -6.08503 3.60739
H 0.29719 -4.81019 4.26240
H -0.47159 -3.23336 2.33287
H 0.77358 -2.64158 1.20826
H 0.91122 -2.21128 2.91993
C 2.42446 -2.86726 -2.50794
C 3.19582 -3.55683 -3.67055
C 2.55331 -3.54570 -5.03118
O 4.38146 -3.86955 -3.49501
H 2.52762 -3.45721 -1.59722
H 1.39601 -2.74627 -2.84815
H 2.80960 -1.84933 -2.44812
H 2.29504 -2.57044 -5.44380
H 1.60944 -4.09064 -5.04759
H 3.27301 -4.03306 -5.68892
C -0.04220 -4.33773 -1.20143
C -1.47870 -4.36888 -0.80462
C -2.21788 -5.64605 -1.09163
O -2.00704 -3.43651 -0.21213
H -0.01371 -4.62984 -2.25118
H 0.47006 -5.12936 -0.65462
H 0.29340 -3.34307 -0.90799
H -2.00221 -6.01993 -2.09253
H -3.28749 -5.46359 -1.19529
H -1.98251 -6.37484 -0.31602
C 0.50276 -0.41370 -0.78760
C 0.27388 0.69056 0.16861
C 1.00532 0.55753 1.48927
O -0.37152 1.69589 -0.13736
H -0.10411 -1.28693 -0.54824
H 1.57631 -0.60194 -0.77511
H 0.22319 -0.07414 -1.78491
H 0.44006 -0.17428 2.06637
H 1.02140 1.46030 2.09990
H 2.01402 0.17174 1.34167
C 1.01618 5.59060 4.57802
C 0.76209 5.15842 3.17052
C -0.21849 3.99404 2.95811
O 1.24964 5.81309 2.24485
H 0.19479 5.25615 5.21172
H 1.16705 6.66714 4.65812
H 1.89548 4.99718 4.82856
H -0.49016 3.89576 1.90709
H -1.10351 4.29431 3.51908
H 0.07293 3.01121 3.32853
C -2.58164 4.21207 -0.66043
C -3.54843 3.35901 -1.44498
C -3.38164 1.81928 -1.42203
O -4.51293 3.82904 -2.03615
H -2.72146 4.04418 0.40744
H -2.89833 5.24241 -0.82236
H -1.53236 3.98166 -0.84486
H -4.04841 1.32035 -2.12529
H -3.54239 1.40680 -0.42598
H -2.41674 1.48462 -1.80288
*
```

Output
Frontier orbital gap in eV: 9.241
Energy relative to the best compared isomer or geometry (same formula, charge and spin) in kcal per mole: 36.0
SMILES string: CC(C)=O.CC(C)=O.CC(C)=O.CC(C)=O.CC(C)=O.CC(C)=O.CC(C)=O.CC(C)=O.CC(C)=O.CC(C)=O.CC(C)=O
HOMO energy in eV: -9.0



C33H67KO25 as an isolated structure. Source: OMol25; level of theory: ωB97M-V/def2-TZVPD.

ORCA input file:
```
! wB97M-V def2-TZVPD RIJCOSX def2/J DEFGRID3
* xyz 0 1
K -35.66560 -3.07524 -11.40398
C -38.53306 -5.31469 -9.81070
O -37.40251 -4.62324 -10.13958
H -38.64855 -5.44110 -8.70882
H -39.43368 -4.78637 -10.18037
H -38.57889 -6.36123 -10.20149
C -44.43689 -8.39536 -7.19234
C -45.37761 -7.40164 -7.80996
O -44.69203 -6.36164 -8.57366
C -43.68938 -5.69482 -8.00575
O -43.40183 -5.71998 -6.84323
O -43.07311 -5.01293 -8.96169
C -41.82686 -4.42267 -8.61194
H -43.79384 -7.98222 -6.42017
H -43.75957 -8.76679 -7.97217
H -44.96476 -9.26229 -6.79724
H -45.99502 -6.85424 -7.09316
H -46.01212 -7.83246 -8.57939
H -41.29361 -4.22163 -9.53304
H -41.23930 -5.07576 -7.97187
H -41.92070 -3.46611 -8.09281
C -29.88497 -6.96653 -7.52898
C -31.18916 -6.97602 -6.74448
O -32.25205 -7.50017 -7.55277
C -33.24336 -6.67412 -7.88904
O -33.34559 -5.51858 -7.58901
O -34.11389 -7.34997 -8.63165
C -35.24332 -6.59150 -9.08078
H -29.58561 -7.96981 -7.82139
H -29.10622 -6.50732 -6.91914
H -30.01262 -6.33825 -8.41228
H -31.40975 -5.97592 -6.37315
H -31.11747 -7.62865 -5.87231
H -34.93271 -5.70230 -9.61660
H -35.90229 -6.31116 -8.25964
H -35.81790 -7.25180 -9.72317
C -39.50609 -3.81754 -6.07896
C -38.73681 -3.83677 -4.78494
O -37.92167 -2.64914 -4.74136
C -36.96955 -2.60562 -3.82516
O -36.77050 -3.44054 -2.98587
O -36.26690 -1.49015 -3.99709
C -35.19955 -1.30776 -3.07963
H -38.77833 -3.52578 -6.84992
H -40.29795 -3.09050 -6.23069
H -39.73526 -4.85279 -6.32484
H -38.07191 -4.70072 -4.77565
H -39.35970 -3.85704 -3.89037
H -35.57780 -1.27258 -2.05545
H -34.68224 -0.39887 -3.35623
H -34.52028 -2.16358 -3.09239
C -34.28284 1.67502 -5.73504
C -34.53483 0.20586 -6.00910
O -34.62423 -0.00087 -7.42879
C -34.93901 -1.18417 -7.91936
O -35.09069 -1.37466 -9.10048
O -35.04052 -2.10507 -6.97292
C -35.73012 -3.33553 -7.29780
H -35.09526 2.28578 -6.13445
H -33.36058 1.99784 -6.21736
H -34.23683 1.82698 -4.65948
H -35.43695 -0.14391 -5.50616
H -33.69133 -0.38281 -5.63502
H -36.77272 -3.19687 -7.01647
H -35.28169 -4.12340 -6.70226
H -35.67565 -3.60456 -8.34712
C -40.26505 -7.86773 -8.00624
C -40.70985 -9.18538 -7.43539
O -39.60347 -10.01828 -7.04635
C -38.98480 -9.67614 -5.92604
O -39.15368 -8.66761 -5.29586
O -38.14092 -10.65301 -5.60290
C -37.30511 -10.38198 -4.48073
H -39.83644 -7.20126 -7.25813
H -41.12434 -7.30200 -8.37563
H -39.53534 -8.05039 -8.79396
H -41.20434 -9.79319 -8.19151
H -41.39248 -9.07512 -6.59130
H -36.58505 -9.61254 -4.76422
H -36.78974 -11.28864 -4.18562
H -37.88963 -10.02541 -3.63353
C -43.46372 -0.44307 -8.72344
C -42.43262 0.48987 -8.12486
O -41.22201 0.50694 -8.89998
C -40.42715 -0.53900 -8.78112
O -40.62383 -1.49596 -8.07696
O -39.38212 -0.37701 -9.58352
C -38.48650 -1.48443 -9.59356
H -44.43570 -0.28428 -8.25497
H -43.16517 -1.48724 -8.63544
H -43.61289 -0.24926 -9.78902
H -42.16286 0.18589 -7.11484
H -42.79973 1.50965 -8.18676
H -37.63455 -1.27539 -10.23413
H -39.00068 -2.37942 -9.94086
H -38.10681 -1.67642 -8.59039
C -42.05713 -7.30548 -11.28298
C -42.02542 -6.63973 -12.64157
O -40.97180 -7.21362 -13.43546
C -39.87733 -6.56043 -13.79870
O -39.00266 -7.08697 -14.42202
O -39.87587 -5.28701 -13.37621
C -38.82607 -4.46334 -13.84720
H -41.06650 -7.19571 -10.83668
H -42.34072 -8.35689 -11.34116
H -42.78941 -6.83446 -10.62512
H -41.92247 -5.56246 -12.53886
H -42.93370 -6.85133 -13.20838
H -38.17036 -4.20630 -13.01324
H -39.26455 -3.52374 -14.19942
H -38.23651 -4.83823 -14.67923
C -36.15910 -8.09923 -12.40553
C -35.96075 -6.62836 -12.69282
O -35.42209 -6.48850 -14.01742
C -35.11209 -5.27384 -14.40928
O -35.39233 -4.24419 -13.82592
O -34.43916 -5.35099 -15.53883
C -34.10196 -4.13844 -16.20846
H -35.20766 -8.63508 -12.35436
H -36.80404 -8.52870 -13.16888
H -36.59653 -8.21335 -11.41344
H -35.28266 -6.17586 -11.96587
H -36.91843 -6.12321 -12.60430
H -33.05135 -4.20358 -16.47449
H -34.27433 -3.27876 -15.56337
H -34.71511 -4.05516 -17.10291
*
```

Output
Frontier orbital gap in eV: 6.908
HOMO energy in eV: -7.0



A 2-piece molecular cluster, C33H67N2O2S2 overall. Source: OMol25; level of theory: ωB97M-V/def2-TZVPD.

ORCA input file:
```
! wB97M-V def2-TZVPD RIJCOSX def2/J DEFGRID3
* xyz 1 1
C -1.71000 6.29811 1.48467
C -0.64806 6.33647 0.38762
C -0.92940 5.36276 -0.77429
C 0.27243 4.48871 -1.15383
C 0.29604 3.98148 -2.60689
C 0.58908 2.48319 -2.70083
C 0.92332 1.99639 -4.12353
C -0.02228 0.95113 -4.70262
N -0.26345 -0.23288 -3.84897
C -1.04152 -1.27458 -4.56461
C -2.26765 -1.78146 -3.79515
C -2.16527 -3.16539 -3.13026
C -0.80219 -3.55617 -2.56423
C -0.66764 -5.04271 -2.24489
C 0.74668 -5.37917 -1.76695
C 0.99473 -5.02746 -0.28659
C 2.31335 -4.28470 -0.05094
C 0.87403 -0.73875 -3.16154
S 0.87861 -0.90904 -1.54098
S 2.16160 -1.24533 -4.21364
C 3.37514 -1.96248 -3.09907
C 4.19510 -0.98367 -2.25574
C 5.63789 -1.45365 -2.06827
C 6.45555 -0.47247 -1.22242
O 6.86499 -1.10238 0.00235
C 6.48259 -0.53253 1.15102
O 6.65078 -1.02806 2.20282
H -2.69496 6.56880 1.09508
H -1.79397 5.27643 1.87728
H -1.45774 6.95933 2.31561
H 0.31810 6.07923 0.83684
H -0.56800 7.35147 -0.00849
H -1.24788 5.92848 -1.65529
H -1.76414 4.70539 -0.49797
H 1.19739 5.03355 -0.94007
H 0.27167 3.60941 -0.49592
H -0.65874 4.20126 -3.09893
H 1.07694 4.51766 -3.15675
H 1.45053 2.27266 -2.05591
H -0.24776 1.91104 -2.28468
H 0.87511 2.84869 -4.81108
H 1.95640 1.64242 -4.16391
H 0.33458 0.65281 -5.70073
H -1.00736 1.40975 -4.84432
H -1.37521 -0.81073 -5.49463
H -0.38763 -2.10410 -4.85612
H -2.54010 -1.01877 -3.05985
H -3.09827 -1.82541 -4.50636
H -2.88420 -3.18510 -2.30254
H -2.50541 -3.93900 -3.82841
H -0.62809 -2.99300 -1.63855
H 0.00373 -3.29073 -3.25968
H -1.38927 -5.29743 -1.45809
H -0.91637 -5.62866 -3.13594
H 1.46026 -4.81614 -2.38293
H 0.95335 -6.43892 -1.93516
H 0.16551 -4.40828 0.07687
H 0.98455 -5.93997 0.31621
H 2.21522 -3.22370 -0.30627
H 3.11377 -4.70155 -0.66914
H 2.63941 -4.34711 0.99018
H 4.03606 -2.50979 -3.78108
H 2.86777 -2.70709 -2.47970
H 4.15781 0.02024 -2.69433
H 3.73703 -0.89670 -1.26614
H 5.61856 -2.40092 -1.52075
H 6.12800 -1.63905 -3.02711
H 7.35121 -0.12515 -1.73899
H 5.85213 0.41002 -0.98001
H 6.11588 0.50282 1.02760
C -1.81703 -2.57909 1.95151
C -2.33133 -2.22036 3.34064
C -3.29380 -1.02973 3.37783
C -2.85341 0.34875 2.88669
N -1.92615 1.23678 3.70853
C -0.58823 0.60387 3.99733
C 0.15505 0.68021 2.67939
C -0.22528 2.06456 2.13106
C -1.55670 2.41693 2.81201
C -2.55793 1.81126 4.95761
C -3.06792 0.83225 6.01410
C -4.59067 0.68689 6.02927
H -1.30169 -1.75237 1.45994
H -1.11196 -3.40808 2.00633
H -2.63823 -2.88576 1.30119
H -1.49721 -2.09800 4.03314
H -2.89169 -3.07276 3.73042
H -3.75134 -0.96469 4.35968
H -4.12142 -1.27398 2.70306
H -3.74295 0.96659 2.75534
H -2.38173 0.25993 1.90778
H -0.11128 1.22906 4.75308
H -0.72338 -0.39098 4.40163
H -0.17457 -0.10403 2.00069
H 1.22681 0.55465 2.81484
H -0.30867 2.05960 1.04651
H 0.52369 2.81008 2.39288
H -2.37885 2.58559 2.12175
H -1.45935 3.28796 3.45454
H -3.35983 2.46875 4.61748
H -1.77366 2.43858 5.37863
H -2.75503 1.22098 6.98378
H -2.56881 -0.13311 5.91759
H -5.04935 1.57797 6.45834
H -4.89830 -0.16551 6.63335
H -5.00810 0.55770 5.02997
*
```

Output
Frontier orbital gap in eV: 8.348
HOMO energy in eV: -10.5



C33H68AlBBeCl4F9N6O15S4 as an isolated structure. Source: OMol25; level of theory: ωB97M-V/def2-TZVPD.

ORCA input file:
```
! wB97M-V def2-TZVPD RIJCOSX def2/J DEFGRID3
* xyz 1 1
C 2.04066 -3.16675 -3.16575
C 1.88886 -3.82789 -1.79834
C 2.33664 -2.96353 -0.62233
C 3.76897 -2.42839 -0.72123
C 3.87108 -1.02065 -1.32527
C 5.23905 -0.35351 -1.14576
C 5.19436 1.17073 -1.03954
C 4.31000 1.87843 -2.09844
C 3.38365 2.90349 -1.44577
C 2.09100 2.32231 -0.89111
C 1.18826 1.71062 -1.98021
C -0.22806 2.33354 -1.92846
C -1.34620 1.30977 -1.95660
C -2.64540 1.87579 -1.35552
C -2.52781 2.09636 0.16562
C -2.28722 0.82031 0.98310
C -1.15319 0.97090 2.00881
C -0.71545 -0.41173 2.46738
S 0.78732 -0.33558 3.42269
O 0.90819 0.98979 3.94043
O 0.82446 -1.42642 4.34202
Cl 2.33506 -0.57764 2.10966
N -3.80006 1.01875 -1.59350
C -3.53454 -0.27457 -2.16318
C -2.88680 -0.01893 -3.50023
C -2.78319 -1.24137 -4.40866
C -2.29989 -2.53369 -3.76869
O -2.83755 -3.61714 -4.51542
C -1.91327 -4.53188 -5.03353
C -1.61424 -5.65650 -4.05446
F -1.31136 -6.76936 -4.71283
F -2.63431 -5.91426 -3.25905
F -0.55772 -5.36499 -3.26559
N -1.53025 0.64087 -3.31882
C -1.25175 1.51264 -4.49946
C 0.15378 1.31076 -4.98963
N 0.51210 0.12359 -5.21263
H 1.38168 -3.60455 -3.90857
H 3.06492 -3.21946 -3.53793
H 1.80555 -2.10237 -3.09893
H 0.83584 -4.05877 -1.66360
H 2.43869 -4.76895 -1.78093
H 2.20003 -3.53567 0.29182
H 1.67643 -2.09467 -0.57988
H 4.25826 -2.44174 0.25535
H 4.31662 -3.18469 -1.33679
H 3.69019 -1.12262 -2.39520
H 3.07119 -0.41058 -0.91487
H 5.66131 -0.72039 -0.19902
H 5.94699 -0.62491 -1.94357
H 4.85962 1.46933 -0.04683
H 6.20381 1.55902 -1.15025
H 4.97418 2.43325 -2.75883
H 3.76724 1.17093 -2.72473
H 3.12601 3.66356 -2.18806
H 3.90913 3.42932 -0.65286
H 1.58192 3.15002 -0.41282
H 2.33475 1.58013 -0.13269
H 1.62749 2.00070 -2.93281
H 1.13380 0.62309 -1.90305
H -0.30537 2.79404 -0.94964
H -0.35593 3.14450 -2.64053
H -1.01897 0.52096 -1.28107
H -2.84717 2.86423 -1.78477
H -3.49606 2.50246 0.45430
H -1.81819 2.88668 0.39496
H -2.04742 -0.05164 0.37125
H -3.21993 0.57228 1.49339
H -1.45523 1.56567 2.86290
H -0.31599 1.43585 1.48496
H -1.43909 -0.86318 3.13305
H -0.55237 -1.10078 1.64113
H -4.34669 0.91108 -0.75128
H -2.95569 -0.93035 -1.50118
H -4.48551 -0.76036 -2.38940
H -3.55446 0.69073 -3.98329
H -3.71936 -1.38636 -4.93814
H -2.05412 -0.99492 -5.18615
H -1.20774 -2.59050 -3.75828
H -2.64426 -2.66001 -2.74151
H -2.38312 -4.99600 -5.89659
H -0.98459 -4.06943 -5.36758
H -0.84393 -0.11696 -3.37747
H -1.49283 2.55079 -4.30691
H -1.90517 1.20783 -5.31248
H 0.81183 2.15889 -5.15328
H 1.47264 0.09808 -5.54666
C -3.73524 -3.85878 3.86159
C -3.51101 -2.27095 4.01271
O -3.76885 -1.74760 2.85047
H -3.05567 -4.27371 3.12188
H -3.52161 -4.31822 4.82710
H -4.75985 -4.08794 3.58059
H -2.48511 -2.14675 4.40931
H -4.16741 -1.99008 4.86168
C 2.92486 4.14472 2.85367
O 3.17939 3.49716 1.83562
N 3.33324 5.42162 3.03346
N 2.18292 3.62803 3.86814
H 3.08591 5.95303 3.84671
H 3.85662 5.86662 2.30388
H 1.80925 2.70311 3.73400
H 1.97142 4.13149 4.70934
O -6.71271 -4.30534 2.36191
H -5.98034 -4.65837 1.84714
H -6.77885 -3.38374 2.08836
O -0.68495 5.80814 2.31791
S -0.09857 7.13630 2.48827
O 0.29712 7.66662 1.19561
O 1.04864 7.11543 3.39348
O -1.14544 7.92545 3.14456
Al 6.26784 -2.98832 -1.68659
C 6.66660 -4.23917 3.81288
C 5.42458 -3.70072 3.16727
O 5.39182 -3.39335 1.98948
C 4.21917 -3.54465 4.05178
H 7.46896 -4.29925 3.08155
H 6.97417 -3.57899 4.62835
H 6.47444 -5.23335 4.21937
H 4.45115 -2.82671 4.87106
H 3.94096 -4.50987 4.48057
H 3.38188 -3.14593 3.48223
B -3.86632 8.77960 5.21095
F -5.00020 8.98934 5.99657
F -3.60183 7.38371 5.12460
F -4.06767 9.27813 3.91210
F -2.74694 9.41048 5.78653
N -7.14423 2.27707 -4.13231
S -8.62325 2.09456 -4.78535
O -9.64221 2.71604 -4.02345
O -8.82360 0.79847 -5.32801
F -8.38028 3.03238 -6.01116
S -6.92638 1.54567 -2.79743
O -5.71019 2.03682 -2.15191
O -7.09413 0.12821 -2.75057
F -8.03166 2.09963 -1.83385
Be 5.41297 -1.04022 4.76763
C 4.81609 -3.83476 8.32504
Cl 5.77277 -3.89341 9.79017
Cl 5.17032 -2.34863 7.40524
Cl 5.09593 -5.26591 7.32927
H 3.76940 -3.81049 8.59617
*
```

Output
Frontier orbital gap in eV: 1.285
HOMO energy in eV: -10.2